# 1
14
Properties=species:S:1:pos:R:3:mulliken_charge:R:1 method="wB97M-V/def2-TZVPD" homo_lumo_gap_ev="11.22 / 6.87" homo_ev="-10.9 / -10.5" e_tot_ev=-18158.053 spin_multiplicity=2
H 0.190 -1.549 2.010 0.255
H 1.456 1.218 -0.566 0.286
C 1.693 0.383 0.001 -0.659
O -2.090 0.076 0.682 -0.644
H 2.665 0.183 -0.077 0.384
H -0.700 1.303 -2.413 0.332
S 0.662 -1.094 -0.473 -0.174
O -0.369 0.661 -3.086 -0.608
H 1.503 0.724 1.097 0.293
H -0.075 0.055 -2.376 0.234
O -0.333 -1.271 2.759 -0.569
H -2.488 0.437 -0.139 0.282
H -1.149 -0.298 0.219 0.227
H -0.967 -0.827 2.362 0.361


# 2
105
Properties=species:S:1:pos:R:3:mulliken_charge:R:1 method="wB97M-V/def2-TZVPD" homo_lumo_gap_ev=4.71 homo_ev=-1.5 total_charge=-2 e_tot_ev=-116415.200
H 0.730 0.171 4.193 0.511
H -1.368 -4.662 -3.063 0.502
H 1.576 -5.358 -2.557 0.206
N -8.288 1.086 -5.497 -0.644
H 0.011 -3.308 0.865 -0.054
C 0.878 1.639 -2.859 -0.174
C -7.148 3.769 -3.307 0.039
H -5.185 -0.160 -4.685 0.452
H -3.140 -6.411 -1.217 0.300
C 1.095 2.704 4.589 0.479
C -4.932 3.031 -2.600 -0.931
C -5.116 0.745 -4.095 -0.911
Te 0.553 -2.842 -2.526 0.107
H 0.702 0.329 -1.360 -0.232
C 1.997 2.277 -2.233 0.846
C -3.417 -0.313 0.061 -0.189
H 5.022 -4.855 -4.072 0.299
H 4.745 -6.105 -2.853 0.272
S -2.688 -0.260 -3.500 -0.281
C 1.033 3.277 -4.633 -0.569
H 3.105 7.265 6.659 0.362
C -1.421 -0.546 3.112 0.873
C 1.612 4.237 6.511 -0.365
H 1.140 3.484 7.130 0.382
C 1.708 3.974 5.152 0.191
H -0.664 0.384 -2.445 -0.432
N 2.379 1.801 -1.021 -0.197
C -6.085 2.811 -3.340 0.699
C -3.845 2.142 -2.565 -0.131
C 2.632 3.381 -2.853 0.950
H 5.927 -4.824 -2.553 0.279
H 1.048 -5.824 -0.478 -0.172
C -7.349 1.338 -4.878 -0.089
C 1.944 -4.423 -2.981 -0.768
C -4.658 0.159 0.490 -0.566
S -2.505 2.542 -1.530 -0.351
C 2.352 4.912 4.339 0.815
C 3.391 2.356 -0.411 -0.261
Si -1.264 -4.898 -0.558 0.255
H -0.834 -1.144 5.072 0.451
H 2.707 0.570 4.451 0.277
C -6.182 1.634 -4.103 0.509
C -2.608 -0.397 2.209 1.233
H -1.476 0.490 4.998 0.357
S 2.428 -1.030 1.293 -0.056
H 4.003 -1.945 -3.605 0.327
H -3.216 -0.458 -0.997 0.214
Si 3.600 -3.980 -2.220 0.191
C 2.717 6.341 6.248 -0.459
C 3.560 -4.310 -0.378 -0.644
O 0.466 2.798 3.523 -0.644
H -4.857 3.932 -2.005 0.452
H 3.430 -5.375 -0.164 0.329
N -2.417 -0.586 0.893 0.013
H -2.576 -0.902 4.892 0.588
H -3.744 -4.979 -0.380 0.300
H -3.949 0.213 3.783 0.358
H 4.254 4.785 -2.609 0.382
C 0.401 2.176 -4.043 -0.718
C 2.096 5.413 7.068 -0.687
H -5.801 0.713 2.217 0.382
C 4.011 -2.179 -2.537 -0.664
C 2.139 3.875 -4.078 -0.929
H 3.306 -1.504 -2.044 -0.024
N -0.276 -0.558 2.541 0.048
H -0.481 1.732 -4.488 0.469
H -1.679 -2.873 0.810 -0.317
H -3.015 -6.298 0.545 0.301
N -7.995 4.551 -3.277 -0.650
H 2.620 4.725 -4.547 0.344
O 1.276 1.647 5.262 -1.005
H 2.746 -3.758 0.097 -0.018
H 5.005 -1.947 -2.145 0.312
H 1.991 -4.529 -4.065 0.501
H 4.955 3.854 -0.411 0.405
C -2.948 -5.728 -0.385 -1.119
C 2.853 6.087 4.891 -0.823
C 4.118 3.438 -0.957 -0.878
O 2.510 4.637 3.015 -0.249
Cs -0.455 1.904 0.966 1.416
C -3.935 0.948 -3.362 -0.117
N 3.005 -0.029 3.683 -0.357
H 0.624 3.667 -5.558 0.364
C -4.858 0.336 1.840 -0.728
H 3.654 1.940 0.558 0.401
C 0.043 -6.251 -0.481 -0.634
N 0.336 0.537 -2.277 0.807
H 4.491 -3.981 0.091 0.328
N 0.808 -0.442 3.368 -0.493
C -1.215 -4.008 -2.202 -0.708
H 2.949 5.379 2.589 0.232
C -1.599 -0.523 4.602 -2.175
C 4.951 -5.041 -2.997 -1.046
C 2.063 -0.474 2.817 -0.491
H 3.354 6.804 4.248 0.291
H -2.004 -3.248 -2.243 0.135
H -1.162 -4.242 1.818 0.442
H 1.992 5.600 8.129 0.372
H -0.074 -6.822 0.445 0.354
H 3.927 0.069 3.301 0.235
H -5.414 0.402 -0.244 0.517
C -3.819 0.051 2.722 -1.121
C 3.733 3.944 -2.164 -0.653
H -0.035 -6.948 -1.320 0.293
C -0.999 -3.726 0.867 -0.029


# 3
13
Properties=species:S:1:pos:R:3:mulliken_charge:R:1 method="wB97M-V/def2-TZVPD" homo_lumo_gap_ev="6.97 / 6.97" homo_ev="-13.5 / -13.5" total_charge=+1 e_tot_ev=-15934.151 smiles="N#[PH]CCN=[NH2+]"
H -1.258 -1.504 -0.231 0.539
H 2.367 0.795 -0.656 0.279
H -1.050 -0.840 1.309 0.336
H -3.200 0.329 -0.566 0.133
N -1.375 2.027 -1.002 -0.440
H 2.287 2.139 0.420 0.288
C -1.014 -0.617 0.164 -0.883
N 1.865 1.317 0.006 -0.034
P -2.020 0.845 -0.410 0.427
H 1.017 -1.201 0.743 0.337
H 0.725 -0.550 -0.989 0.496
C 0.465 -0.395 0.012 -0.523
N 0.826 0.862 0.583 0.045


# 4
117
Properties=species:S:1:pos:R:3:mulliken_charge:R:1 method="wB97M-V/def2-TZVPD" homo_lumo_gap_ev=9.14 homo_ev=-9.1 e_tot_ev=-204946.635
C -3.469 1.085 0.139 -0.889
S -3.205 -1.055 -5.802 1.046
O 8.451 -7.687 0.824 -0.272
H -2.157 -0.531 -2.480 0.458
H -0.047 -5.771 -3.018 0.412
S 3.455 5.716 -2.725 1.146
H 0.671 1.122 -2.531 0.319
O -1.679 6.916 3.078 -0.324
O 8.093 -6.456 2.924 -0.540
O -2.461 -6.889 0.250 -0.594
H 7.297 -5.096 0.856 0.089
H -8.141 5.205 4.922 0.301
C -4.072 3.534 -0.337 -0.155
O 3.918 -5.114 -1.549 -0.596
O 10.015 -7.940 2.609 -0.303
H 2.311 8.307 -1.846 0.296
H -0.137 -4.271 -2.058 0.007
O -6.827 4.627 0.873 -0.565
C -1.299 -0.339 -1.827 -0.041
H 2.590 -1.605 1.284 0.233
O 3.720 6.193 -4.035 -0.563
C -8.208 5.075 3.846 -0.309
C 2.991 -0.873 1.987 -1.005
H -4.172 8.398 1.557 0.334
C 6.313 -4.648 0.939 -0.066
O 0.415 -1.787 -2.677 -0.488
H 10.001 -6.412 0.328 0.262
O 0.558 3.514 0.354 -0.163
H -8.963 3.054 4.094 0.298
O 3.767 6.856 -1.654 -0.335
H -4.373 6.943 2.566 0.152
H -0.461 -1.577 -0.212 0.457
H 6.358 -3.778 1.594 0.265
N -3.080 -1.272 1.880 -0.494
H 10.643 -9.293 1.182 0.296
H -3.648 0.890 -0.925 0.580
C -2.237 -3.303 -5.406 -0.016
C 1.524 6.361 -1.289 0.067
O -4.241 -2.142 -5.263 -0.322
O 4.025 -5.047 0.911 -0.263
H 1.605 5.659 -0.460 0.143
O 1.875 5.680 -2.514 -0.341
H -8.524 6.010 3.378 0.294
O 0.615 0.384 -3.156 -0.596
C 0.520 -5.992 -0.931 0.168
H 5.382 -6.608 0.907 0.279
H 11.674 -7.853 1.379 0.296
O -2.323 -4.427 0.336 -0.335
C -3.119 2.570 0.375 0.442
O 2.255 0.942 3.713 -0.723
O -6.915 4.717 3.332 -0.293
O -4.624 -2.723 0.832 -0.477
H 3.612 -0.123 1.493 0.371
H -4.133 -4.126 -4.699 0.323
O -1.908 4.751 1.973 -0.519
H -1.310 0.743 -1.637 -0.046
H 1.513 3.587 -1.270 0.199
O -1.998 -2.057 -6.077 -0.313
Si -2.235 -0.118 0.854 -0.072
C -1.417 -1.123 -0.489 -0.591
O -8.631 3.577 2.125 -0.312
C 10.650 -8.215 1.348 -0.346
H -4.705 3.004 -1.058 0.463
H 9.869 -7.883 -0.668 0.337
H -2.906 8.314 3.976 0.324
H -2.107 2.781 0.009 -0.509
H 0.615 -7.071 -1.064 0.316
S 4.280 -4.276 -0.458 1.001
F -3.344 4.535 -1.015 -0.376
C -0.023 -0.667 -2.569 0.419
O -3.642 -0.526 -7.042 -0.588
C -2.551 8.054 2.983 -0.400
H -4.721 4.037 0.375 -0.205
C -0.275 -5.352 -2.043 -0.017
O 1.767 3.238 -0.398 -0.325
C -9.097 3.916 3.440 -0.392
O -6.357 2.604 2.224 -0.494
H 3.567 -1.376 2.773 0.469
H 1.504 -5.549 -0.819 -0.241
O 5.866 -4.224 -0.364 -0.328
H 0.079 3.364 2.316 0.281
O -2.880 -0.200 -4.715 -0.442
C -3.742 -3.471 -5.474 -0.355
S -1.666 6.121 1.695 1.204
O -2.960 6.800 1.070 -0.315
H -1.695 -4.092 -5.919 0.326
O -1.647 -5.658 -1.704 -0.302
Si 0.371 1.052 1.406 0.250
O 7.747 -8.900 2.830 -0.545
H -3.150 2.772 1.449 0.528
S -7.060 3.819 2.016 1.163
H 2.690 7.823 -0.174 0.303
H 1.813 3.021 1.931 0.600
H -1.993 8.890 2.559 0.296
S -1.820 -5.676 -0.114 0.894
C 9.789 -7.482 0.338 -0.307
H -10.149 4.180 3.388 0.311
C 5.252 -5.634 1.384 -0.340
O -1.166 0.690 1.846 -0.316
H 0.678 0.709 0.005 0.013
O -0.534 6.494 0.925 -0.631
O 0.861 -1.104 3.469 -0.669
C 0.773 2.875 1.627 -0.719
C -3.889 -1.999 1.341 0.673
H 5.209 -5.753 2.462 0.343
H -1.886 -3.218 -4.378 0.021
O 3.745 -2.967 -0.340 -0.444
O -0.269 -5.746 0.245 -0.271
C 2.551 7.468 -1.191 -0.335
H -2.105 -1.968 -0.644 0.248
H -4.420 0.896 0.659 0.616
O 4.029 4.500 -2.266 -0.526
C -3.653 7.583 2.053 -0.187
S 8.449 -7.739 2.421 1.128
H -4.068 -3.818 -6.455 0.292
S 1.670 -0.071 2.843 1.230
H 0.503 6.721 -1.357 0.268


# 5
106
Properties=species:S:1:pos:R:3:mulliken_charge:R:1 method="wB97M-V/def2-TZVPD" homo_lumo_gap_ev="7.69 / 6.50" homo_ev="-9.9 / -9.9" total_charge=+1 e_tot_ev=-103983.129 spin_multiplicity=3
H -5.074 1.889 -2.754 0.421
H -0.674 5.980 -2.714 0.434
C -0.050 4.190 -1.768 1.022
H -0.618 -1.897 -3.311 0.091
C -1.498 2.264 3.156 -1.299
C 6.272 -1.445 -0.970 -0.770
C -0.396 -5.187 3.999 -0.777
H 0.742 0.542 4.115 0.254
H -1.219 -2.577 -1.795 0.145
C -3.138 -0.026 -2.618 -1.423
N 1.411 -2.534 -1.620 -0.445
C 0.891 0.384 -3.673 0.129
H 3.552 -2.231 -2.830 0.455
H -1.650 5.552 -1.304 0.220
N 3.099 1.465 2.657 -0.465
C -5.175 -4.826 1.357 -0.708
H -3.086 4.448 2.897 0.449
C 2.123 0.287 -3.047 0.928
H -3.312 -2.095 -0.619 0.450
H -6.386 -5.065 -0.398 0.389
H 0.003 0.027 -3.183 0.012
H -4.677 2.504 -1.146 0.274
N 3.741 -0.473 3.638 -0.484
C 5.480 -2.113 -1.894 -0.838
C 3.340 2.940 -1.328 -1.281
C 5.735 -0.393 -0.242 -1.321
B -1.624 2.598 -0.521 -2.243
C -3.433 -3.168 1.219 0.017
C -1.936 2.907 2.015 0.889
C 4.416 -0.010 -0.441 0.787
C -0.893 -3.504 5.649 -0.846
H 3.744 3.297 -0.378 0.339
H 0.703 -3.103 -1.152 0.623
H 1.532 2.634 2.260 0.344
H -1.014 -4.751 1.992 0.396
C -1.480 -1.952 -2.644 -0.895
C 1.901 1.431 -5.591 -0.833
C 1.866 3.143 -1.405 0.361
C -1.123 5.151 -2.170 -1.374
P -2.241 -2.098 2.069 1.670
H -3.722 3.891 1.347 0.233
H -2.426 3.476 -0.620 -0.031
C -0.976 -4.401 3.017 -0.233
C 3.254 0.747 -3.715 -0.682
C 3.136 1.319 -4.975 -0.857
H 3.990 0.789 0.143 0.392
C -4.879 -3.559 -0.665 -0.549
N -0.275 3.058 -1.095 0.622
N -2.077 1.386 -1.327 0.705
H 0.069 -0.777 3.129 0.096
C -5.556 -4.536 0.054 -0.574
H 2.875 2.909 1.324 0.348
N -1.290 0.271 -1.398 0.471
H -0.885 -0.063 4.421 0.402
H 6.342 0.134 0.484 0.486
C -1.481 -2.714 4.665 -0.497
C -1.942 -0.601 -2.204 0.710
C 0.779 0.949 -4.933 -0.885
H 1.844 5.061 -2.497 0.562
H -3.833 -4.362 2.965 0.420
H -1.929 -1.758 4.910 0.509
W 0.521 0.204 -0.143 2.000
C 3.638 -0.662 -1.376 -1.013
C -0.756 1.171 2.728 0.179
C -0.160 0.152 3.638 -1.500
C -2.809 4.113 1.900 -1.471
H -3.873 -0.478 -3.266 0.619
C -0.352 -4.736 5.316 -0.462
H -5.182 -3.323 -1.678 0.459
H 3.735 -1.478 3.687 0.235
H 3.809 3.534 -2.111 0.396
H 4.202 0.043 4.367 0.167
H -2.299 4.931 1.389 0.248
H 3.499 1.927 3.462 0.257
H -0.197 1.001 -5.400 0.530
H 4.237 0.658 -3.277 0.319
C 1.309 4.276 -1.985 -1.550
C -3.822 -2.876 -0.080 -0.049
S -3.162 -0.529 2.768 -0.429
C 4.167 -1.720 -2.102 -0.416
S 2.254 -0.867 1.544 -0.537
N -0.689 1.183 1.383 0.582
H -1.748 2.510 4.176 0.522
H 0.021 -6.153 3.742 0.425
S -0.605 -1.918 0.780 -0.426
N 2.237 -0.265 -1.681 1.924
H -1.861 4.676 -2.818 0.215
H -5.705 -5.585 1.919 0.408
H 7.304 -1.739 -0.820 0.427
H 1.814 1.881 -6.572 0.417
N -1.446 2.244 0.961 0.890
C -4.120 -4.141 1.945 -0.732
C 1.290 -1.341 -1.291 -0.720
C 3.056 0.120 2.650 1.058
H -0.869 -3.159 6.675 0.424
C -4.267 2.263 -2.128 -1.501
H 4.030 1.672 -5.476 0.459
N 0.893 2.370 -0.874 0.179
N 2.315 2.203 1.780 -0.499
H 0.097 -5.356 6.084 0.408
C -1.520 -3.160 3.351 -0.060
H 5.881 -2.947 -2.457 0.439
H -3.891 3.187 -2.569 0.209
H -2.295 -2.429 -3.187 0.587
C -3.197 1.225 -2.033 0.651
H 3.646 1.917 -1.462 -0.011


# 6
21
Properties=species:S:1:pos:R:3:mulliken_charge:R:1 method="wB97M-V/def2-TZVPD" homo_lumo_gap_ev=9.91 homo_ev=-9.1 e_tot_ev=-10412.675 smiles=NCCCN.O.O
H 1.651 0.876 1.999 0.197
H -1.266 -0.875 -1.758 0.365
N 0.061 -1.804 1.046 -0.625
C 1.277 -0.899 0.820 -0.535
H 1.593 -1.002 -0.217 0.317
H 1.035 0.990 -0.908 0.184
H 2.084 -1.338 1.411 0.392
O -2.354 -0.188 -0.396 -0.756
H -0.684 2.565 0.518 0.232
H -1.642 0.484 -0.365 0.322
H -0.080 0.726 1.565 0.436
H -0.427 -0.856 -2.982 0.289
O -0.690 -1.444 -2.275 -0.619
C 0.940 0.510 1.258 -0.457
H 0.035 3.087 -0.800 0.197
C 1.132 1.498 0.063 -0.494
H 2.148 1.894 0.015 0.359
H 0.445 -2.554 1.608 0.237
H -0.150 -2.233 0.149 0.213
H -2.139 -0.731 0.401 0.363
N 0.218 2.634 0.064 -0.616


# 7
17
Properties=species:S:1:pos:R:3:mulliken_charge:R:1 method="wB97M-V/def2-TZVPD" homo_lumo_gap_ev="5.25 / 5.25" homo_ev="-3.3 / -3.3" total_charge=-1 e_tot_ev=-37850.851
S -1.170 0.825 1.099 -0.057
C -2.144 0.056 -0.076 -0.049
C 2.314 -0.644 -0.313 -0.889
S 2.924 1.017 -0.516 0.222
H -1.500 -0.495 -0.655 0.483
O -4.565 0.043 0.235 -0.650
F 0.771 -2.985 0.130 -0.293
H 2.789 -1.395 -0.994 0.270
O -3.298 1.257 -1.220 -0.514
C 1.230 1.665 0.039 -0.441
O 3.955 1.260 0.497 -0.600
H 1.026 2.768 0.005 0.373
C -3.558 0.451 -0.326 0.450
C 0.474 0.636 0.407 0.128
C 0.300 -1.789 0.494 -0.606
C 1.010 -0.696 0.182 0.562
H -0.558 -1.972 1.011 0.610


# 8
18
Properties=species:S:1:pos:R:3:mulliken_charge:R:1 method="wB97M-V/def2-TZVPD" homo_lumo_gap_ev=5.96 homo_ev=-2.4 total_charge=-1 e_tot_ev=-18141.401 smiles=CNC[C@@H](N)C[S-]
H -0.917 -0.636 -1.644 0.206
H 0.781 2.167 -0.420 0.299
H -0.710 0.500 1.613 0.472
H 0.482 -1.131 3.938 0.259
H 1.248 -1.931 1.610 0.234
C 0.240 -0.010 1.315 -0.678
H 0.097 -1.796 -1.057 0.220
S -0.166 1.524 -2.532 -0.695
N 0.278 -1.529 1.807 -0.321
H -0.935 1.650 -0.192 0.315
H 1.159 0.592 1.660 0.176
N -0.496 -0.997 -0.838 -0.614
C -0.162 -1.711 3.214 -0.840
C 0.021 1.398 -0.640 -1.108
C 0.393 -0.004 -0.233 0.308
H -0.283 -2.679 3.546 0.360
H 1.466 -0.208 -0.617 0.157
H -1.168 -1.263 3.348 0.249


# 9
12
Properties=species:S:1:pos:R:3:mulliken_charge:R:1 method="wB97M-V/def2-TZVPD" homo_lumo_gap_ev=9.66 homo_ev=-9.1 e_tot_ev=-13601.195
H 1.015 -0.333 -1.149 0.267
O 0.978 0.137 2.053 -0.509
H 1.602 -1.945 0.478 -0.091
H -1.868 0.419 -0.553 0.278
H -1.038 2.592 -0.372 0.240
H -0.252 -2.214 1.349 -0.087
H -0.471 -1.546 -0.786 0.368
H 0.490 2.123 -0.347 0.224
Si 0.726 -1.158 1.331 0.447
N -0.372 1.865 -0.609 -0.382
C -0.773 0.598 -0.637 0.274
C -0.037 -0.537 -0.758 -1.029


# 10
17
Properties=species:S:1:pos:R:3:mulliken_charge:R:1 method="wB97M-V/def2-TZVPD" homo_lumo_gap_ev=8.95 homo_ev=-8.1 e_tot_ev=-19699.110
H 2.965 1.534 0.813 0.336
C -0.545 -0.054 1.679 -0.629
O -2.109 0.192 -0.487 -0.633
H -0.210 -1.696 0.242 0.373
H 1.234 -2.891 1.862 0.187
H -1.566 3.249 0.766 0.317
C 2.571 1.134 -0.143 -0.096
H -1.256 2.346 -0.797 0.271
H 0.742 -1.815 3.001 0.175
C -0.098 -1.255 1.240 0.163
N 0.612 -2.159 2.079 -0.441
H -0.507 0.460 2.602 0.326
C -1.074 2.355 0.263 -0.764
H 1.353 0.470 -1.929 0.359
C 1.800 0.889 -1.028 -0.586
S -1.886 0.770 0.833 0.461
H 0.049 2.464 0.346 0.181